Molecular formula: C64H72AsInN14O2
Method: DFT, ωB97M-V/def2-TZVPD

Output
E_LUMO   -0.02 eV
Gap between HOMO and LUMO   6.75 eV
ΔE to the lowest compared entry with this formula, charge and spin   0.0 kcal per mole
2S+1   1

Atoms and positions in Å:
1 In 0.376 -1.407 0.067
2 As 1.429 2.637 1.616
3 O 3.518 -4.626 -0.970
4 O 2.666 -5.028 1.779
5 N 0.843 -2.921 -2.332
6 N 1.990 -3.420 0.269
7 N -2.756 0.110 3.218
8 N -2.383 -2.582 -0.499
9 N -1.937 -1.803 2.186
10 N -3.643 -1.441 -2.078
11 N -2.613 4.479 0.348
12 N -4.745 4.079 -0.454
13 N -3.158 2.475 -0.729
14 N 1.953 -1.610 2.364
15 N 1.412 1.274 -2.944
16 N -3.682 -1.924 3.807
17 N -4.501 -3.407 -1.232
18 N -0.879 1.546 -0.567
19 C -3.476 3.654 -0.284
20 C -0.845 -5.340 1.541
21 C 2.398 -2.841 2.593
22 C 3.487 3.678 5.787
23 C -0.392 -5.660 2.840
24 C -1.156 -6.052 -0.740
25 C 4.203 3.866 4.612
26 C 2.203 3.158 5.734
27 C 4.569 3.489 -0.928
28 C -0.462 -4.740 3.842
29 C 3.590 3.954 -5.269
30 C 4.082 2.710 -4.888
31 C 0.812 -5.097 -4.061
32 C 3.041 2.379 0.570
33 C 2.398 0.210 -2.679
34 C -1.543 0.811 2.853
35 C 0.151 -2.888 -3.470
36 C 3.423 3.524 -0.142
37 C -3.978 0.829 2.905
38 C 1.477 3.512 -4.123
39 C 3.632 3.549 3.389
40 C -1.946 1.995 -0.636
41 C 3.811 1.227 0.521
42 C -0.967 2.895 -4.274
43 C -1.481 -3.116 2.340
44 C -1.399 -4.053 1.254
45 C 2.981 -2.291 4.850
46 C 3.296 1.901 -4.098
47 C -4.947 -0.851 -2.276
48 C -0.161 4.424 -2.429
49 C 4.984 1.221 -0.223
50 C 0.882 6.796 0.815
51 C 1.922 7.010 -0.081
52 C 2.311 4.326 -4.892
53 C 1.548 -4.013 -2.059
54 C -2.745 -1.267 3.026
55 C 1.573 -5.118 -2.909
56 C -1.734 -4.812 -1.036
57 C 2.440 -4.065 -0.836
58 C -1.871 -3.816 -0.085
59 C -1.005 -3.477 3.588
60 C 3.598 0.510 -3.597
61 C -3.437 -2.505 -1.234
62 C 2.339 3.040 3.323
63 C 2.014 2.290 -3.686
64 C 3.740 -0.479 -4.756
65 C 0.673 5.526 1.338
66 C 2.009 -0.721 3.353
67 C 2.373 -3.877 1.485
68 C -5.007 -3.911 -2.494
69 C -4.073 -3.291 3.556
70 C -4.714 -4.303 -0.119
71 C -4.035 -1.448 5.130
72 C 1.635 2.841 4.507
73 C 0.088 -3.947 -4.357
74 C 1.513 4.483 0.984
75 C 2.764 5.970 -0.444
76 C -2.536 -0.715 -2.663
77 C -0.728 -6.316 0.526
78 C 2.571 4.700 0.092
79 C 2.501 -1.008 4.613
80 C 0.053 3.969 -3.873
81 C 5.350 2.344 -0.954
82 C 2.934 -3.215 3.823
83 H -4.843 0.203 3.117
84 H 3.299 -4.226 3.934
85 H 0.119 3.640 -1.731
86 H 0.239 7.618 1.105
87 H -5.115 -1.299 5.221
88 H 1.968 -0.769 -2.889
89 H -5.071 4.935 -0.048
90 H -3.528 -0.510 5.335
91 H -0.503 -3.871 -5.259
92 H -3.555 -3.998 4.212
93 H 4.861 4.353 -1.512
94 H 3.846 -1.502 -4.390
95 H -1.380 0.868 1.777
96 H -5.407 3.440 -0.853
97 H 4.202 3.703 2.480
98 H -0.124 4.840 -4.512
99 H 5.064 2.380 -5.207
100 H -2.055 -4.602 -2.050
101 H -1.217 4.668 -2.270
102 H -5.788 -4.476 -0.008
103 H 3.503 0.342 1.068
104 H 3.927 3.935 6.742
105 H -4.038 1.735 3.514
106 H 0.827 1.525 -2.158
107 H 1.642 3.000 6.647
108 H 0.796 -5.949 -4.728
109 H -1.039 -2.738 4.382
110 H -0.839 1.994 -3.677
111 H 3.390 -2.560 5.816
112 H -0.694 0.287 3.288
113 H 6.252 2.327 -1.553
114 H -5.245 -0.878 -3.330
115 H -2.479 -0.918 -3.740
116 H -0.840 2.631 -5.325
117 H 0.430 5.314 -2.212
118 H -0.127 5.355 2.054
119 H 3.570 6.146 -1.145
120 H -5.150 -3.388 3.717
121 H 1.928 5.288 -5.218
122 H 2.083 7.999 -0.492
123 H -1.609 -1.011 -2.182
124 H -6.101 -3.910 -2.500
125 H -4.648 -3.296 -3.316
126 H -4.667 -4.941 -2.659
127 H 4.622 -0.231 -5.350
128 H -1.637 4.225 0.380
129 H 2.517 -0.246 5.380
130 H -4.216 -5.270 -0.246
131 H 0.631 2.430 4.463
132 H 4.526 0.495 -3.024
133 H 2.187 -5.965 -2.640
134 H -1.984 3.268 -4.129
135 H 4.192 4.622 -5.873
136 H -5.689 -1.382 -1.685
137 H -4.341 -3.842 0.791
138 H -4.921 0.197 -1.958
139 H -2.668 0.356 -2.529
140 H 2.868 -0.429 -5.413
141 H 0.038 -6.638 3.008
142 H -3.847 -3.560 2.530
143 H -0.274 -7.265 0.781
144 H 1.659 0.277 3.110
145 H -1.050 -6.792 -1.524
146 H -0.089 -4.972 4.832
147 H -4.008 1.120 1.846
148 H -2.850 5.436 0.532
149 H 2.707 0.217 -1.632
150 H -1.593 1.823 3.263
151 H 5.209 4.264 4.649
152 H -3.734 -2.183 5.885
153 H -0.360 -1.958 -3.689
154 H 5.599 0.331 -0.247